A cluster of 2 separate species, CH3BO4 in total at a distorted geometry. Source: OMol25; level of theory: ωB97M-V/def2-TZVPD.

The geometry in XYZ format:
```
9
CH3BO4, DFT ωB97M-V/def2-TZVPD
O 2.0515 0.6284 0.4782
B 1.7734 -0.4368 0.0454
O 1.2934 -1.4708 -0.6144
H 0.6679 -2.0048 -0.2973
O -1.2702 -0.7754 0.6494
C -1.3576 0.3610 0.3689
O -0.7493 0.7796 -0.7549
H -1.8201 1.2463 0.9452
H -0.5890 1.6724 -0.8205
```

Summary:
Kohn-Sham gap, eV: 11.895
Energy relative to the best compared isomer or geometry (same formula, charge and spin), eV: 2.287
Total energy, hartree: -365.788023

Results of the Löwdin charge analysis, in e, for atoms 1 through 5: 0.17, -0.55, 0.27, 0.04, 0.11


A cluster of 2 separate species, C2I2NO4 in total at a distorted geometry. Source: OMol25; level of theory: ωB97M-V/def2-TZVPD.

The geometry in XYZ format:
```
9
C2I2NO4, DFT ωB97M-V/def2-TZVPD
C 0.0483 0.8550 -1.2373
C -1.7391 -0.5837 1.0100
N 0.5105 -0.2035 -0.9148
O -0.5045 1.8883 -1.5119
O -1.6706 0.2789 1.7230
O 1.9459 1.0312 1.0627
O -1.8511 -1.5395 0.4025
I 2.1013 -0.6461 0.3743
I 4.3373 -1.3012 2.0678
```

Summary:
Kohn-Sham gap, eV: 7.638
Energy relative to the best compared isomer or geometry (same formula, charge and spin), eV: 0.000
Total charge: -1
Total energy, hartree: -1027.371305

Results of the Löwdin charge analysis, in e, for atoms 1 through 5: -0.52, -0.52, -0.30, 0.05, 0.24


A structure of composition C9H6Cl5FeI2N4 at a distorted geometry. Source: OMol25; level of theory: ωB97M-V/def2-TZVPD.

The geometry in XYZ format:
```
27
C9H6Cl5FeI2N4, DFT ωB97M-V/def2-TZVPD
Fe -1.6028 0.4054 0.4131
I -4.3610 1.0788 0.2464
C -4.7470 -1.0323 0.5920
I -2.8710 -2.0634 0.9111
H -5.2769 -1.4448 -0.2623
H -5.3500 -1.1263 1.4929
Cl -0.4215 2.2805 1.6660
C 0.2969 0.9531 2.5050
C -0.1136 -0.2824 2.0305
C 0.4191 -1.4175 2.6276
Cl -0.0272 -2.9652 2.0504
C 1.3393 -1.3111 3.6957
Cl 1.9826 -2.7082 4.4197
C 1.7300 -0.0386 4.1556
Cl 2.8241 0.1057 5.4520
C 1.2120 1.1252 3.5473
Cl 1.6991 2.6741 4.0506
N 1.5562 -0.0378 -5.4074
C 1.4221 0.5137 -4.2112
N 2.2828 1.4390 -3.7869
N 0.4121 0.0891 -3.4676
C -0.0983 0.2913 -2.3567
N -0.7059 0.3516 -1.3514
H 2.2910 0.2243 -6.0450
H 0.9002 -0.7444 -5.7026
H 3.0349 1.7592 -4.3756
H 2.1728 1.8809 -2.8892
```

Summary:
Spin multiplicity: 6
Kohn-Sham gap (spin up / spin down), eV: 7.556 / 5.729
Energy relative to the best compared isomer or geometry (same formula, charge and spin), eV: 0.287
Total charge: +2
Total energy, hartree: -4725.028736

Results of the Löwdin charge analysis, in e, for atoms 1 through 5: 0.40, 0.96, -0.95, 1.03, -0.01


A cluster of 2 separate species, C2HClN2O in total at a distorted geometry. Source: OMol25; level of theory: ωB97M-V/def2-TZVPD.

The geometry in XYZ format:
```
7
C2HClN2O, DFT ωB97M-V/def2-TZVPD
N 3.4538 -2.2217 -0.0471
C 3.2063 -1.1144 -0.0023
C 2.8319 0.1827 -0.0910
N 2.5414 1.2877 0.1676
O 2.1432 2.3998 0.1338
Cl -0.5325 -1.0951 0.2428
H -0.9294 0.1340 0.5200
```

Summary:
Kohn-Sham gap, eV: 10.498
Energy relative to the best compared isomer or geometry (same formula, charge and spin), eV: 3.313
Total energy, hartree: -721.631798

Results of the Löwdin charge analysis, in e, for atoms 1 through 5: 0.19, -0.23, 0.00, -0.09, 0.08


A cluster of 10 separate species, C6H29NO9 in total at a distorted geometry. Source: OMol25; level of theory: ωB97M-V/def2-TZVPD.

The geometry in XYZ format:
```
45
C6H29NO9, DFT ωB97M-V/def2-TZVPD
C -0.2444 2.7039 1.1291
N -0.5901 1.5059 1.3224
C 0.3153 0.5311 1.8225
C 0.8526 -0.4252 1.0746
C 1.7032 -1.5264 1.6319
C 3.0334 -1.6807 0.8816
C 2.8691 -2.1225 -0.5622
H 0.7563 3.0969 1.3150
H -0.9611 3.4046 0.7108
H 0.4625 0.5675 2.8987
H 0.6907 -0.4453 0.0020
H 1.1386 -2.4592 1.5067
H 1.8752 -1.4147 2.7032
H 3.6567 -2.4044 1.4152
H 3.5991 -0.7414 0.9721
H 3.8228 -2.3776 -1.0261
H 2.2217 -2.9996 -0.6248
H 2.4106 -1.3494 -1.1849
O 0.3877 -2.9348 -0.5055
H 0.1766 -2.0541 -0.8324
H -0.0686 -3.0187 0.3577
O 2.4226 1.9232 -0.1020
H 3.2568 2.0723 -0.5671
H 2.5621 1.0564 0.3037
O -1.0207 -3.0873 1.8805
H -1.6634 -2.3401 1.9164
H -1.5588 -3.8809 1.9491
O -2.7666 0.3306 -0.4223
H -2.1713 0.8794 0.1184
H -2.1252 -0.1472 -1.0104
O -2.8091 -1.0263 1.9965
H -2.2964 -0.2974 2.3641
H -3.0039 -0.7539 1.0734
O -3.6917 2.2467 -2.1635
H -3.4060 1.4740 -1.6197
H -4.4992 2.5603 -1.7454
O 0.5461 1.5778 -2.1094
H -0.0721 2.3458 -2.1190
H 1.1582 1.7379 -1.3663
O -0.8357 -0.6871 -2.0120
H -0.3278 0.1608 -2.0800
H -1.0197 -0.9312 -2.9249
O -1.3270 3.6003 -1.8571
H -2.1774 3.1072 -1.9234
H -1.2815 4.2229 -2.5871
```

Summary:
Kohn-Sham gap, eV: 9.429
Energy relative to the best compared isomer or geometry (same formula, charge and spin), eV: 2.221
Total energy, hartree: -977.920132

Results of the Löwdin charge analysis, in e, for atoms 1 through 5: -0.01, -0.02, -0.15, -0.12, -0.21


A structure of composition C10H34BF4O12Sn at a distorted geometry. Source: OMol25; level of theory: ωB97M-V/def2-TZVPD.

The geometry in XYZ format:
```
62
C10H34BF4O12Sn, DFT ωB97M-V/def2-TZVPD
Sn 0.4968 2.4583 3.0069
B -0.4384 0.5911 0.3769
F 0.8167 0.2929 0.9282
F -0.8490 -0.3878 -0.4739
F -1.2959 0.6746 1.4363
F -0.2794 1.9510 -0.1106
O 1.5077 -1.6098 -1.2428
H 1.8027 -2.3085 -0.6588
H 0.8781 -1.1114 -0.7218
O -1.4845 0.2835 4.2545
H -1.4542 -0.5733 4.6802
H -1.5872 0.9057 4.9746
C 4.1590 3.9757 2.1382
C 4.5591 2.5532 1.8442
O 3.3328 1.9040 1.5381
O 3.1731 4.1007 3.2043
H 3.8240 4.4443 1.2129
H 5.0443 4.5542 2.4024
H 4.9675 2.2342 2.8031
H 5.2896 2.3816 1.0536
H 3.3344 1.6082 0.6248
H 3.5680 4.7833 3.7518
C -3.6762 -2.7971 1.8359
C -3.0426 -2.1486 0.6007
O -3.1648 -3.0862 -0.4843
O -5.1296 -2.9169 1.7564
H -3.3265 -2.1856 2.6677
H -3.1818 -3.7573 1.9826
H -1.9802 -2.0278 0.8124
H -3.4700 -1.1619 0.4223
H -3.1238 -2.5551 -1.2830
H -5.2567 -3.1752 0.8406
C 1.4396 1.6396 -3.9413
C 0.3351 2.5844 -4.4252
O -0.2338 3.3373 -3.3626
O 0.8907 0.6584 -3.1124
H 2.1789 2.2019 -3.3708
H 1.7685 1.0551 -4.8005
H -0.4655 2.0484 -4.9349
H 0.8942 3.1516 -5.1695
H -0.5493 2.6979 -2.7198
H 1.4283 -0.1367 -3.0951
C 1.4699 -2.7814 2.5031
C 2.8428 -2.4036 1.9964
O 3.5480 -3.6353 1.3646
O 1.4528 -3.6151 3.6721
H 0.9017 -3.2022 1.6735
H 0.9877 -1.8355 2.7499
H 3.4891 -1.7999 2.6334
H 2.7333 -1.7216 1.1532
H 3.0922 -3.9292 0.5724
H 0.5515 -3.4621 3.9651
C -4.0485 0.3728 -2.8139
C -2.9206 -0.3247 -3.5911
O -2.3033 -1.1870 -2.6860
O -3.6249 1.2092 -1.7829
H -4.5702 -0.4547 -2.3332
H -4.6977 0.8347 -3.5578
H -2.3227 0.4563 -4.0606
H -3.3838 -0.8518 -4.4252
H -1.8450 -0.6375 -2.0460
H -3.0517 1.8366 -2.2295
```

Summary:
Spin multiplicity: 2
Kohn-Sham gap (spin up / spin down), eV: 4.388 / 3.078
Total charge: +2
Total energy, hartree: -1942.222120

Results of the Löwdin charge analysis, in e, for atoms 1 through 5: 1.94, -1.40, 0.08, 0.17, 0.11


A structure of composition C29H33IN3PZr. Source: OMol25; level of theory: ωB97M-V/def2-TZVPD.

The geometry in XYZ format:
```
68
C29H33IN3PZr, DFT ωB97M-V/def2-TZVPD
Zr 1.2852 -0.2759 -0.6647
N -0.1984 -2.3587 1.4645
P 0.8714 -1.1055 1.8973
C 1.7978 -1.6793 3.3019
C 2.0435 -0.8211 4.3728
C 2.8243 -1.2626 5.4299
C 3.3528 -2.5453 5.4145
C 3.1111 -3.3986 4.3436
C 2.3397 -2.9678 3.2797
C -0.0862 0.3631 2.2588
C -1.3279 0.3888 2.8973
C -2.0608 1.5607 2.9191
C -1.5660 2.7109 2.3062
C -0.3269 2.7021 1.6898
C 0.4155 1.5266 1.6741
C -0.2012 -2.9770 0.2256
C -0.7986 -4.2282 0.0519
C -0.7817 -4.8057 -1.1953
C -0.1650 -4.1501 -2.2663
C 0.4059 -2.9334 -2.0252
N 0.3811 -2.3410 -0.8035
H -0.6684 -2.8775 2.1956
H 1.6240 0.1774 4.3948
H 3.0152 -0.6072 6.2683
H 3.9587 -2.8853 6.2435
H 3.5275 -4.3965 4.3379
H 2.1651 -3.6269 2.4369
H -1.7241 -0.5068 3.3604
H -3.0251 1.5876 3.4081
H -2.1551 3.6180 2.3192
H 0.0686 3.5970 1.2285
H 1.4223 1.5761 1.2425
H -1.2559 -4.7276 0.8951
H -1.2380 -5.7756 -1.3429
H -0.1256 -4.5817 -3.2549
H 0.9149 -2.3835 -2.8108
I 3.7401 -1.3532 -0.9378
C -3.7482 2.8795 -3.4936
C -2.9294 1.9627 -2.6308
C -3.5330 0.9244 -1.9310
C -2.7824 0.0705 -1.1343
C -3.3999 -1.0657 -0.3720
C -1.4142 0.2991 -1.0665
C -0.7624 1.3403 -1.7484
C -1.5494 2.1647 -2.5420
N 0.6508 1.3991 -1.5564
C 1.6602 2.2441 -2.2894
C 2.8158 2.4178 -1.3002
C 1.1760 3.6391 -2.6791
C 2.1032 1.5039 -3.5512
H -4.8042 2.6218 -3.4575
H -3.4213 2.8231 -4.5329
H -3.6392 3.9165 -3.1739
H -4.6033 0.7798 -2.0113
H -4.4860 -1.0295 -0.4175
H -3.1051 -1.0351 0.6799
H -3.0845 -2.0284 -0.7828
H -0.9264 -0.3910 -0.3611
H -1.1219 2.9812 -3.0939
H 2.5553 3.1290 -0.5151
H 3.7185 2.7672 -1.8022
H 3.1377 1.4864 -0.8025
H 0.6532 4.1391 -1.8635
H 0.5531 3.6319 -3.5682
H 2.0560 4.2363 -2.9257
H 2.5466 0.5275 -3.3260
H 2.8656 2.0750 -4.0827
H 1.2586 1.3535 -4.2250
```

Summary:
Kohn-Sham gap, eV: 6.231
Energy relative to the best compared isomer or geometry (same formula, charge and spin), eV: 0.980
Total charge: +2
Total energy, hartree: -1974.814529

Results of the Löwdin charge analysis, in e, for atoms 1 through 5: 1.19, -0.08, 0.95, -0.36, -0.07


A cluster of 2 separate species, C13H30FNO5P in total. Source: OMol25; level of theory: ωB97M-V/def2-TZVPD.

The geometry in XYZ format:
```
51
C13H30FNO5P, DFT ωB97M-V/def2-TZVPD
C 4.3340 -3.8047 2.2497
C 5.2315 -2.5774 2.4693
C 5.3066 -1.6147 1.3051
F 5.8343 -0.4170 1.7404
O 4.0628 -1.3154 0.6640
P 2.7702 -0.8454 1.4290
O 2.8353 -0.4867 2.8382
O 2.2983 0.3815 0.4943
O 1.7860 -2.0324 1.0497
C 0.3716 -1.8679 1.1704
C -0.2408 -2.9080 2.1083
O -0.7290 -2.3069 3.2958
H 3.7756 -3.7466 1.3168
H 3.6051 -3.9000 3.0524
H 4.9201 -4.7206 2.2288
H 6.2596 -2.9094 2.6218
H 4.9562 -2.0119 3.3575
H 5.9376 -1.9746 0.4930
H 1.8513 1.0200 1.0620
H 0.1220 -0.8796 1.5669
H -0.0172 -1.9683 0.1546
H -1.0358 -3.4538 1.5966
H 0.5396 -3.6233 2.3719
H -1.6831 -2.3801 3.3310
C -5.4978 1.8743 -1.6265
C -4.2795 2.2727 -2.4574
C -3.0701 1.3501 -2.3134
N -2.0374 1.7844 -1.2924
C -2.6647 2.0363 0.0340
C -0.9790 0.7051 -1.1784
C 0.0481 1.0510 -2.2360
C 0.1394 2.5727 -2.1143
C -1.2877 3.0234 -1.7890
H -5.3381 1.9724 -0.5535
H -6.3477 2.5035 -1.8851
H -5.7801 0.8406 -1.8308
H -3.9962 3.3095 -2.2573
H -4.5623 2.2468 -3.5105
H -2.5237 1.2827 -3.2524
H -3.3824 0.3446 -2.0306
H -3.2010 1.1437 0.3490
H -3.3475 2.8769 -0.0402
H -1.8783 2.2690 0.7480
H -0.5411 0.7768 -0.1839
H -1.4503 -0.2677 -1.2945
H -0.2923 0.7480 -3.2269
H 0.9974 0.5558 -2.0413
H 0.5097 3.0463 -3.0202
H 0.8145 2.8459 -1.3033
H -1.8186 3.4046 -2.6563
H -1.3251 3.7739 -1.0040
```

Summary:
Kohn-Sham gap, eV: 10.209
Energy relative to the best compared isomer or geometry (same formula, charge and spin), eV: 0.000
Total charge: +1
Total energy, hartree: -1385.382810

Results of the Löwdin charge analysis, in e, for atoms 1 through 5: -0.07, -0.17, -0.36, 0.04, -0.10